Computed, not measured: an isolated ion of composition C7H13N4O2S and charge +1, with ωB97M-V/def2-TZVPD.

XYZ file:
```
27
Properties=species:S:1:pos:R:3:mulliken_charge:R:1
C -0.01 -1.13 -1.49 -0.5463
C 1.21 -1.00 -0.90 0.4600
N 1.57 -1.67 0.30 -0.5154
C 0.93 -1.61 1.38 0.0077
N -0.25 -0.97 1.59 -0.0370
C -0.88 -0.18 0.66 0.0452
N -2.22 -0.48 0.46 -0.1017
C -3.25 0.22 -0.16 0.2772
N -2.96 1.38 -0.80 -0.3281
S -4.68 -0.49 -0.37 -0.2970
O -0.49 1.13 0.47 -0.2171
C 0.52 1.89 1.16 -0.5292
O 2.04 -0.11 -1.50 -0.2749
C 3.42 -0.03 -1.27 -0.6709
H -0.13 -0.61 -2.43 0.3827
H -0.74 -1.95 -1.19 0.2933
H 1.30 -2.19 2.19 0.4620
H -0.49 -1.06 2.57 0.2764
H -2.48 -1.33 0.89 0.2700
H -2.39 2.14 -0.60 0.1668
H -3.62 1.76 -1.49 0.2662
H 0.58 2.85 0.78 0.2686
H 1.42 1.32 0.93 0.1400
H 0.40 1.89 2.22 0.3273
H 3.53 0.88 -0.60 0.2499
H 3.82 0.21 -2.22 0.2912
H 3.87 -0.85 -0.58 0.3328
```

The value obtained for the relative energy (zero: lowest compared OMol25 entry of this formula, charge and spin) is 215.8 kJ/mol. As for the structure (SMILES): C=C(/N=C\N/C(=[NH+]/C(N)=S)OC)OC. As for the highest occupied orbital energy: -12.14 eV. The orbital gap is 7.07 eV. As for the net charge: +1. The total energy is -1041.85654 Eh.



Computed, not measured: a 13-piece molecular cluster, C47H117N3O13S10 overall, with ωB97M-V/def2-TZVPD.

XYZ file:
```
190
Properties=species:S:1:pos:R:3:mulliken_charge:R:1
C -22.12 26.66 2.33 -0.0899
S -23.48 26.52 3.59 0.7111
O -22.85 25.73 4.72 -0.7696
C -23.31 28.24 4.05 -1.0673
H -21.20 26.31 2.81 0.4606
H -21.86 27.70 2.16 0.3800
H -22.34 25.98 1.50 -0.7607
H -24.19 28.54 4.63 0.4001
H -23.20 28.92 3.21 0.2035
H -22.40 28.36 4.64 0.3990
C -20.90 23.39 -8.65 -1.0994
S -19.96 23.79 -7.11 0.5369
O -20.73 25.00 -6.43 -0.5817
C -20.57 22.36 -6.04 -0.8914
H -20.80 24.05 -9.51 0.3671
H -21.96 23.25 -8.46 0.3123
H -20.53 22.44 -9.02 0.3943
H -20.21 21.41 -6.45 0.5943
H -21.66 22.32 -6.02 0.4072
H -20.24 22.39 -5.00 0.0123
C -23.47 29.62 0.32 -0.5054
S -21.84 30.62 0.29 0.1609
O -20.84 29.62 0.96 -0.4405
C -21.58 30.57 -1.56 -0.3583
H -24.12 30.01 1.09 0.5447
H -23.26 28.57 0.54 -0.3557
H -24.02 29.61 -0.63 0.4528
H -21.61 29.52 -1.87 -0.3521
H -20.66 31.09 -1.81 0.4531
H -22.41 31.11 -2.02 0.4657
C -18.06 25.97 -4.55 -0.1859
S -16.68 25.94 -5.75 0.4709
O -16.33 27.42 -6.09 -0.6686
C -15.41 25.44 -4.48 -0.6955
H -19.01 26.03 -5.07 0.0384
H -18.04 26.87 -3.93 0.5114
H -18.06 24.99 -4.07 -0.1881
H -15.64 24.38 -4.32 0.1117
H -15.59 25.98 -3.55 0.2342
H -14.34 25.56 -4.64 0.4145
C -20.88 29.09 -4.91 -0.6296
S -20.15 30.64 -5.68 0.3910
O -20.37 31.69 -4.61 -0.5979
C -18.39 30.02 -5.38 -0.7393
H -20.44 29.15 -3.92 -0.0908
H -20.48 28.22 -5.42 0.3374
H -21.96 29.04 -4.75 0.4679
H -17.76 30.75 -5.88 0.3811
H -18.21 28.98 -5.65 0.1575
H -18.09 30.05 -4.33 0.2713
C -27.54 21.31 -1.67 -0.4161
S -29.35 21.45 -2.01 0.4524
O -30.10 20.50 -1.04 -0.6498
C -29.74 23.19 -1.49 -0.5638
H -27.36 21.37 -0.60 0.2224
H -27.06 22.05 -2.30 -0.0778
H -27.25 20.32 -2.02 0.3820
H -30.70 23.43 -1.93 0.3235
H -28.95 23.86 -1.84 0.1118
H -29.81 23.16 -0.40 0.2794
C -26.59 26.66 -4.52 -0.8925
S -26.88 24.87 -4.75 0.5812
O -27.78 24.52 -3.58 -0.6077
C -28.11 25.11 -6.17 -1.1985
H -27.49 27.27 -4.52 0.4200
H -25.91 27.02 -5.30 0.4156
H -26.14 26.87 -3.54 0.1113
H -28.45 24.13 -6.49 0.3855
H -27.81 25.63 -7.08 0.3988
H -29.11 25.51 -6.00 0.3508
C -20.68 17.30 -4.81 -1.0252
S -21.47 18.92 -5.17 0.5918
O -22.93 18.71 -5.42 -0.6657
C -21.32 19.50 -3.39 -0.1783
H -19.59 17.31 -4.78 0.2768
H -20.93 16.69 -5.67 0.3970
H -21.27 16.90 -3.99 0.3394
H -21.71 18.83 -2.62 0.5126
H -21.78 20.49 -3.29 -0.0298
H -20.26 19.61 -3.20 -0.2007
C -27.49 25.44 3.31 -0.9622
S -29.27 25.74 3.80 0.5023
O -29.25 25.78 5.30 -0.6374
C -29.34 27.50 3.20 -0.8377
H -26.73 26.04 3.81 0.2955
H -27.38 25.59 2.23 0.3226
H -27.20 24.40 3.44 0.4221
H -28.36 27.97 3.17 0.1974
H -29.83 28.06 4.00 0.3665
H -29.87 27.66 2.26 0.3212
C -18.04 27.91 -0.02 -0.7208
S -17.70 26.84 1.51 0.7331
O -16.27 27.04 1.93 -0.7259
C -18.70 27.68 2.78 -0.3213
H -18.84 27.54 -0.66 -0.0702
H -17.11 28.04 -0.58 0.4593
H -18.38 28.88 0.34 0.3229
H -18.18 28.61 3.03 0.4710
H -18.73 27.00 3.62 0.2420
H -19.70 27.73 2.35 -0.3794
C -24.60 24.16 0.70 -1.9668
C -23.86 24.45 -0.69 1.5257
C -24.21 25.97 -1.03 -1.5860
C -23.21 26.65 -2.02 -0.7093
C -21.77 26.42 -1.75 -0.7707
C -21.40 24.94 -1.47 2.8138
N -22.38 24.31 -0.51 1.6310
O -21.99 23.10 -0.03 -0.6378
C -21.30 24.19 -2.83 -1.4616
C -20.02 24.92 -0.76 -1.4154
C -24.44 23.57 -1.86 -1.1075
H -25.67 24.04 0.53 0.4746
H -24.23 23.24 1.13 0.4860
H -24.46 24.92 1.47 -0.0251
H -25.22 26.03 -1.46 0.2508
H -24.36 26.62 -0.17 0.2878
H -23.59 26.36 -3.00 0.3714
H -23.42 27.71 -2.00 0.4385
H -21.56 26.97 -0.83 -0.1400
H -21.17 26.95 -2.49 0.1245
H -20.92 23.21 -2.55 0.3463
H -20.61 24.79 -3.43 -0.0083
H -22.24 23.97 -3.34 0.1030
H -19.45 23.99 -0.74 0.1554
H -20.04 25.33 0.25 -0.1064
H -19.35 25.49 -1.40 0.2171
H -24.37 23.98 -2.87 0.1188
H -23.84 22.68 -2.07 0.3106
H -25.50 23.33 -1.75 -0.0445
H -21.70 23.46 0.81 0.0165
C -23.21 21.15 3.85 -2.0399
C -22.08 21.65 4.69 1.7394
C -21.29 20.41 5.21 -1.4784
C -19.93 20.76 5.83 -0.7396
C -19.05 21.52 4.79 -1.1683
C -19.78 22.76 4.12 1.7826
N -21.18 22.47 3.78 -0.2597
O -21.84 23.53 3.17 1.7564
C -19.73 23.96 5.08 -1.5936
C -18.90 23.13 2.88 -1.6994
C -22.63 22.41 5.88 -1.3939
H -23.72 20.33 4.37 0.5083
H -22.88 20.69 2.91 0.4183
H -23.90 21.96 3.61 0.2384
H -21.85 20.07 6.08 0.3677
H -21.38 19.63 4.45 0.4398
H -19.43 19.82 6.10 0.4255
H -20.17 21.38 6.70 0.3212
H -18.79 20.85 3.97 0.4162
H -18.11 21.76 5.27 0.3985
H -20.45 24.77 4.97 0.0470
H -20.02 23.60 6.06 0.3397
H -18.75 24.44 5.10 0.4902
H -19.30 23.97 2.32 -0.2415
H -17.91 23.44 3.20 0.6098
H -18.86 22.30 2.16 0.2445
H -21.99 22.35 6.76 0.2815
H -23.64 22.09 6.12 0.5360
H -22.84 23.47 5.74 0.0148
H -22.27 24.10 3.81 -0.3957
C -13.26 19.55 -2.51 -1.7960
C -14.75 19.91 -2.77 1.7066
C -15.50 18.57 -2.60 -1.5918
C -17.03 18.63 -2.59 -0.5547
C -17.43 19.49 -1.41 -1.5879
C -16.75 20.93 -1.45 1.6552
N -15.30 20.89 -1.78 0.3336
O -14.74 22.21 -1.92 -0.4315
C -17.61 21.74 -2.44 -1.6409
C -16.90 21.41 0.01 -2.0447
C -14.99 20.27 -4.26 -1.6119
H -12.45 20.25 -2.69 0.3538
H -12.96 18.63 -3.00 0.3533
H -13.16 19.36 -1.44 0.4822
H -15.18 17.87 -3.37 0.6049
H -15.15 18.10 -1.68 0.3300
H -17.44 17.62 -2.56 0.4990
H -17.40 18.98 -3.55 0.2556
H -17.05 18.98 -0.52 0.4848
H -18.51 19.64 -1.30 0.5447
H -17.60 21.20 -3.39 0.2271
H -18.66 21.80 -2.15 0.1946
H -17.18 22.71 -2.68 0.4788
H -17.93 21.24 0.32 0.3602
H -16.41 20.70 0.68 0.5708
H -16.44 22.37 0.27 0.4209
H -14.75 19.42 -4.90 0.3477
H -14.34 21.11 -4.51 0.3833
H -15.98 20.67 -4.46 0.2552
H -13.97 22.14 -1.35 0.3367
```

As for the highest occupied orbital energy: -7.90 eV. The orbital gap is 7.79 eV. As for the net charge: 0. The total energy is -6984.60724 Eh.



Computed, not measured: a 3-piece molecular cluster, C6H15NO2 overall, with ωB97M-V/def2-TZVPD.

XYZ file:
```
24
Properties=species:S:1:pos:R:3:mulliken_charge:R:1
C -2.00 -0.26 -0.17 -1.0138
N -0.73 0.15 -0.74 0.5759
C -0.55 -0.22 -2.13 -1.1977
C -0.27 1.41 -0.35 0.3126
O -1.01 2.34 -0.08 -0.6152
O 1.02 1.62 -0.79 -0.4211
H -1.96 -0.15 0.91 0.2472
H -2.16 -1.31 -0.41 0.3467
H -2.83 0.34 -0.54 0.3112
H 0.43 0.09 -2.47 0.3469
H -0.63 -1.30 -2.23 0.3692
H -1.32 0.26 -2.77 0.3482
H 1.21 2.56 -0.68 0.3731
C 0.24 1.22 2.08 -0.6479
C 0.99 0.09 2.15 -0.6249
H -0.79 1.22 2.40 0.3152
H 0.72 2.18 2.08 0.3199
H 0.56 -0.83 2.51 0.3210
H 2.06 0.14 2.07 0.3250
C 1.41 -1.91 -0.20 -0.7845
H 1.10 -0.96 0.39 -0.0839
H 0.52 -2.52 -0.34 0.2448
H 1.91 -1.73 -1.15 0.2635
H 2.09 -2.41 0.47 0.3688
```

The value obtained for the relative energy (zero: lowest compared OMol25 entry of this formula, charge and spin) is 259.0 kJ/mol. As for the structure (SMILES): CN(C)C(=O)O.C=C.C. As for the highest occupied orbital energy: -8.97 eV. The orbital gap is 9.83 eV. As for the net charge: 0. The total energy is -442.78254 Eh.



Computed, not measured: an isolated molecule of C3H10N2, with ωB97M-V/def2-TZVPD.

XYZ file:
```
15
Properties=species:S:1:pos:R:3:mulliken_charge:R:1
C 0.49 1.67 0.46 -1.4065
C 0.50 0.15 0.33 0.3952
N 1.35 -0.21 -0.76 -0.6501
C -0.96 -0.35 0.17 -0.5572
N -1.07 -1.80 0.27 -0.6299
H 0.06 2.17 1.33 0.3698
H 1.54 1.93 0.42 0.3586
H -0.03 2.14 -0.38 0.3325
H 0.86 -0.25 1.30 0.2516
H 1.10 0.12 -1.69 0.2453
H 1.45 -1.21 -0.87 0.2419
H -1.17 0.07 -0.81 0.2539
H -1.81 0.03 0.80 0.3597
H -1.89 -2.20 -0.18 0.2392
H -0.42 -2.26 -0.39 0.1960
```

The value obtained for the relative energy (zero: lowest compared OMol25 entry of this formula, charge and spin) is 57.6 kJ/mol. As for the structure (SMILES): C[C@H](N)CN. As for the highest occupied orbital energy: -9.23 eV. The orbital gap is 10.36 eV. As for the net charge: 0. The total energy is -229.78732 Eh.



> Which of these has the highest total energy?

C3H10N2



> Among the records above, which one has the lowest highest occupied orbital energy?

C7H13N4O2S